one:
Here is a 3-piece molecular cluster, C3H13NO3 overall from the Open Molecules 2025 dataset. Energies are from wB97M-V/def2-TZVPD.

SMILES: CCNCO.O.O
HOMO level in eV: -8.29
Gap between HOMO and LUMO in eV: 8.82
LUMO energy in eV: 0.52

```
20
C3H13NO3 wB97M-V/def2-TZVPD
O -4.11 0.38 3.81
O -1.92 1.43 -0.57
O -0.06 -0.29 1.65
N 1.41 -1.00 0.04
C 2.35 -0.82 -1.17
C 1.56 -0.54 -2.42
C 0.89 0.08 0.63
H -2.24 1.79 -1.45
H -4.18 1.02 3.10
H 2.98 0.06 -0.77
H -0.74 -0.89 1.23
H 0.84 -1.55 -2.60
H 2.24 -0.49 -3.34
H 2.98 -1.66 -1.20
H 1.84 -1.68 0.68
H 0.86 0.22 -2.49
H -1.86 2.20 -0.04
H -5.05 0.15 3.89
H 0.52 0.85 0.00
H 1.70 0.74 1.03
```

***

two:
Here is a 4-piece molecular cluster, C3H13NO3 overall from the Open Molecules 2025 dataset. Energies are from wB97M-V/def2-TZVPD.

SMILES: C=C(C)N.O.O.O
HOMO level in eV: -8.00
Gap between HOMO and LUMO in eV: 8.56
LUMO energy in eV: 0.56

```
20
C3H13NO3 wB97M-V/def2-TZVPD
O 6.53 3.03 1.39
O -0.53 -4.72 -2.47
O -3.59 -1.81 -0.32
N -0.74 -0.12 -0.58
C -1.10 2.29 0.02
C 0.21 0.69 1.49
C -0.59 0.94 0.42
H 0.36 -0.34 1.96
H -0.40 -0.98 -0.40
H -0.73 -5.22 -1.62
H -4.18 -2.12 -1.04
H 0.75 1.44 2.04
H -1.90 2.46 -0.73
H -3.96 -0.89 -0.22
H 0.43 -4.42 -2.48
H -1.32 2.70 1.00
H 6.05 2.68 2.22
H 6.55 2.20 0.94
H -1.59 -0.44 -1.11
H -0.27 2.63 -0.52
```

***

three:
Here is a 3-piece molecular cluster, C3H13NO3 overall from the Open Molecules 2025 dataset. Energies are from wB97M-V/def2-TZVPD.

SMILES: C[C@@H](O)CN.O.O
HOMO level in eV: -10.25
Gap between HOMO and LUMO in eV: 10.83
LUMO energy in eV: 0.57

```
20
C3H13NO3 wB97M-V/def2-TZVPD
O -0.49 -3.39 -0.17
O 0.75 -0.76 0.26
O 0.28 -0.50 -2.86
N -0.11 1.57 -1.18
C -0.23 0.04 2.36
C -0.60 1.32 0.18
C 0.35 0.44 0.97
H -0.69 2.23 0.78
H -1.53 0.73 0.16
H 0.75 2.12 -1.09
H 0.11 0.84 3.03
H 1.34 0.81 1.24
H -1.32 0.06 2.38
H 0.84 -0.63 -0.69
H 0.21 -0.94 2.54
H -0.40 -2.91 -1.00
H 0.06 -2.87 0.44
H 1.09 -0.63 -3.33
H 0.25 0.28 -2.24
H -0.67 2.18 -1.76
```

***

Of them, two has the lowest stability.